The following is a DFT calculation (ωB97M-V with the def2-TZVPD basis set) of 4 unconnected molecules or ions with the total composition C20H39FNO6S.

Its LUMO energy is -4.0943 eV. As for the charge: +1. Its calculated total energy is -1789.454934 Eh. The frontier orbital gap comes out at 8.29 eV. Its energy above the lowest of the compared OMol25 structures with the same formula, charge and spin is 0.0 kcal/mol.

Last column: Löwdin charge in e.
Cartesian coordinates (Å):
C 2.392 3.630 4.821  -0.0779
C 2.728 4.274 3.467  -0.2288
C 2.866 3.284 2.301  -0.1213
C 1.834 2.195 2.161  -0.0955
C 2.235 0.976 1.617  0.0652
C 1.374 -0.066 1.432  -0.1463
C 1.850 -1.345 0.803  -0.0569
C 1.604 -1.358 -0.707  -0.3669
C 2.527 -0.461 -1.499  -0.0204
F 1.696 -2.680 -1.136  -0.0018
N 0.069 0.083 1.802  0.0432
C -0.815 -1.074 1.607  -0.1201
O -0.523 -2.151 2.472  -0.0033
C -0.096 -1.831 3.753  -0.4837
C 1.018 -2.706 4.219  0.0423
O -0.609 -0.945 4.372  0.1414
C -0.391 1.265 2.308  -0.4337
S -2.047 1.549 2.799  0.9979
C 0.489 2.325 2.493  -0.2743
O -0.031 3.465 3.012  0.0333
H 3.220 3.755 5.513  0.0771
H 1.550 4.147 5.275  0.0778
H 2.132 2.576 4.746  0.0724
H 3.694 4.769 3.549  0.1110
H 2.029 5.064 3.202  0.0978
H 2.914 3.810 1.344  0.1398
H 3.822 2.773 2.419  0.1255
H 3.267 0.834 1.334  0.1409
H 2.925 -1.390 0.972  0.1371
H 1.413 -2.222 1.271  0.1182
H 0.588 -1.032 -0.946  0.1318
H 2.528 -0.778 -2.536  0.0916
H 3.533 -0.398 -1.088  0.0875
H 2.080 0.533 -1.494  0.0802
H -1.857 -0.802 1.697  0.1065
H -0.655 -1.431 0.596  0.1250
H 0.830 -3.740 3.935  0.1029
H 1.091 -2.646 5.299  0.0996
H 1.953 -2.399 3.752  0.0933
H -2.656 0.940 1.778  -0.0967
H 0.110 4.203 2.408  0.1384
C -0.289 2.063 -5.127  -0.0838
C 0.777 1.254 -4.423  -0.3107
O 0.200 0.449 -3.391  -0.1091
H -0.820 2.694 -4.412  0.0743
H 0.132 2.700 -5.906  0.0790
H -1.017 1.390 -5.583  0.0680
H 1.512 1.897 -3.938  0.1083
H 1.305 0.616 -5.138  0.1149
H -0.455 -0.121 -3.810  0.0697
C -2.350 -4.006 -0.161  -0.0914
C -2.077 -5.118 -1.156  -0.3130
O -1.062 -4.753 -2.085  -0.0776
H -2.637 -3.095 -0.692  0.0700
H -3.148 -4.273 0.534  0.0799
H -1.447 -3.788 0.416  0.0554
H -2.967 -5.329 -1.747  0.1148
H -1.792 -6.037 -0.635  0.1134
H -0.249 -4.579 -1.600  0.0657
C -4.243 0.936 -3.366  -0.0895
C -4.200 0.144 -4.659  -0.3082
O -2.950 -0.522 -4.836  -0.0912
H -3.437 1.671 -3.345  0.0669
H -5.195 1.456 -3.256  0.0766
H -4.113 0.273 -2.506  0.0660
H -4.313 0.804 -5.517  0.1146
H -5.012 -0.589 -4.686  0.1116
H -2.839 -1.132 -4.100  0.0752

=====

The following is a DFT calculation (ωB97M-V with the def2-TZVPD basis set) of a molecular structure, C20H39INOP2Y at a distorted geometry.

Its LUMO energy (alpha / beta) is -9.6012 / -8.4125 eV. As for the charge: +2. Its calculated total energy is -1933.640432 Eh. The frontier orbital gap (alpha / beta) comes out at 5.07 / 6.22 eV.

Last column: Löwdin charge in e.
Cartesian coordinates (Å):
C -1.658 2.078 -2.475  -0.1974
I 2.215 3.286 -1.946  0.3995
H -2.692 1.761 -2.297  0.0474
H -1.394 1.827 -3.517  0.0277
H -1.634 3.179 -2.440  0.0185
Y 0.200 1.395 -1.180  0.8046
P -1.081 -0.819 -2.566  0.7888
C 0.276 -1.483 -3.617  -0.2510
C -1.566 -2.367 -1.728  -0.2433
H -1.700 -3.170 -2.466  0.0766
H -2.336 -1.630 -4.490  0.0672
H -2.510 -2.201 -1.199  0.0614
H -3.410 -0.820 -3.291  0.0663
H 0.991 -2.055 -3.012  0.0436
H -0.810 -2.659 -0.993  0.0093
C -2.439 -0.779 -3.803  -0.2465
H -0.172 -2.128 -4.386  0.0650
H -2.388 0.139 -4.393  0.0401
H 0.808 -0.658 -4.108  0.0464
P -1.363 3.374 0.341  0.7585
C -0.398 4.951 0.293  -0.2824
C -3.025 4.020 -0.126  -0.2541
H -2.616 2.729 2.306  0.0558
H -1.667 4.221 2.615  0.0692
H -0.870 2.625 2.619  0.0107
C -1.652 3.228 2.145  -0.2571
H -3.787 3.317 0.233  0.0566
H -3.209 5.002 0.327  0.0716
H -0.841 5.674 0.991  0.0623
H -0.426 5.371 -0.719  0.0462
H -3.109 4.105 -1.213  0.0323
H 0.654 4.763 0.547  0.0140
C 2.459 0.318 -1.857  -0.2335
O 3.515 -0.118 -2.042  0.1054
C -1.433 -3.738 2.770  -0.0281
C -0.439 -3.142 1.812  -0.2482
C 0.460 -3.988 1.147  0.0242
C 1.405 -3.475 0.247  -0.2555
C 2.364 -4.403 -0.445  -0.0244
C 1.434 -2.105 0.017  -0.0427
C 0.622 -1.210 0.757  -0.3109
C -0.388 -1.770 1.580  -0.0063
N 0.879 0.173 0.740  0.0581
C 1.813 0.642 1.796  -0.5951
C 1.256 0.319 3.186  -0.0133
C 3.172 -0.057 1.679  -0.0029
C 2.026 2.151 1.672  -0.0677
H -2.015 -4.537 2.289  0.0966
H -0.934 -4.187 3.643  0.1020
H -2.128 -2.971 3.128  0.0830
H 0.424 -5.066 1.316  0.1423
H 3.025 -4.902 0.278  0.1016
H 1.824 -5.195 -0.984  0.0968
H 2.997 -3.868 -1.164  0.0838
H 2.163 -1.697 -0.690  0.0777
H -1.077 -1.103 2.095  0.1231
H 1.230 -0.764 3.364  0.0950
H 1.905 0.773 3.948  0.1146
H 0.238 0.712 3.311  0.0814
H 3.596 0.057 0.679  0.0781
H 3.857 0.397 2.404  0.1144
H 3.093 -1.126 1.907  0.0991
H 2.420 2.431 0.685  -0.0177
H 1.095 2.704 1.846  0.0475
H 2.752 2.468 2.434  0.1138

=====

The following is a DFT calculation (ωB97M-V with the def2-TZVPD basis set) of a molecular structure, C20H39N3 at a distorted geometry.

Its LUMO energy is 0.7473 eV. As for the charge: 0. Its calculated total energy is -948.859613 Eh. The frontier orbital gap comes out at 8.21 eV. Its energy above the lowest of the compared OMol25 structures with the same formula, charge and spin is 522.2 kcal/mol.

Last column: Löwdin charge in e.
Cartesian coordinates (Å):
C -3.517 0.594 1.277  -0.0495
C -3.895 2.108 1.569  -0.4054
C -3.106 3.050 1.507  -0.0736
C -1.521 2.960 1.031  -0.2072
H -0.838 3.809 1.386  0.1191
H -0.957 1.939 1.346  0.1426
C -1.207 3.082 -0.343  -0.3299
C 0.011 2.956 -1.043  -0.3400
C 0.526 1.753 -1.399  -0.0285
C 1.943 1.545 -1.739  -0.1542
H 1.764 0.632 -2.545  0.1770
H 2.412 2.251 -2.169  0.0379
C 2.892 0.954 -0.757  -0.5023
C 2.950 1.754 0.579  -0.0756
H 2.069 2.200 0.757  -0.0112
H 3.604 1.226 1.451  0.1226
H 3.770 2.746 0.247  0.1448
C 4.213 0.419 -1.173  -0.0848
H 3.842 -0.347 -2.009  0.1196
H 4.818 0.011 -0.352  0.0804
H 4.603 1.246 -1.829  0.0925
C 2.076 -0.581 0.051  -0.2230
N 2.764 -1.209 0.968  -0.1253
H 3.638 -1.706 0.607  0.1624
C 1.920 -2.160 1.504  -0.2820
H 1.201 -1.474 2.181  0.1624
H 2.908 -2.271 2.498  0.1912
C 1.437 -3.400 1.001  -0.4182
N 0.684 -3.096 0.086  -0.1764
C -0.698 -2.735 0.630  -0.0469
H -0.741 -2.052 1.279  0.0123
C -1.663 -2.330 -0.684  -0.1906
N -1.834 -3.302 -1.590  0.0365
H -2.123 -4.082 -1.302  0.0098
C -0.397 -3.618 -2.131  -0.1477
H -0.737 -4.502 -2.810  0.1818
C 0.427 -4.065 -1.173  -0.1262
H 1.516 -4.301 -1.169  0.1150
H 0.092 -5.083 -0.558  0.1737
H -0.075 -2.905 -2.496  0.0027
H -2.622 -2.033 0.019  0.1659
H -1.215 -1.570 -0.772  -0.0153
H -1.040 -3.738 1.061  0.1377
H 1.362 -4.000 1.761  0.0676
H 2.442 -3.919 0.422  0.1940
H 1.091 0.072 0.412  0.1626
H 1.802 -0.934 -0.896  0.0693
H -0.093 1.148 -1.264  -0.0118
C 0.695 4.238 -0.951  -0.0569
H 1.892 3.987 -1.060  0.1270
H 0.661 4.702 0.090  0.1037
H 0.322 4.973 -1.618  0.0672
H -2.179 2.435 -1.017  0.1961
H -1.756 4.160 -0.643  0.1673
H -3.266 4.101 1.876  0.1256
C -5.287 2.172 2.205  -0.0222
H -5.871 1.898 1.122  0.1579
H -5.396 1.562 2.920  -0.0123
H -5.507 3.221 2.225  0.0629
H -2.457 0.496 1.361  0.0239
H -4.008 0.398 0.169  0.1401
H -3.879 -0.075 2.055  0.0638

=====

Repeat the third record exactly.
The following is a DFT calculation (ωB97M-V with the def2-TZVPD basis set) of a molecular structure, C20H39N3 at a distorted geometry.

Its LUMO energy is 0.7473 eV. As for the charge: 0. Its calculated total energy is -948.859613 Eh. The frontier orbital gap comes out at 8.21 eV. Its energy above the lowest of the compared OMol25 structures with the same formula, charge and spin is 522.2 kcal/mol.

Last column: Löwdin charge in e.
Cartesian coordinates (Å):
C -3.517 0.594 1.277  -0.0495
C -3.895 2.108 1.569  -0.4054
C -3.106 3.050 1.507  -0.0736
C -1.521 2.960 1.031  -0.2072
H -0.838 3.809 1.386  0.1191
H -0.957 1.939 1.346  0.1426
C -1.207 3.082 -0.343  -0.3299
C 0.011 2.956 -1.043  -0.3400
C 0.526 1.753 -1.399  -0.0285
C 1.943 1.545 -1.739  -0.1542
H 1.764 0.632 -2.545  0.1770
H 2.412 2.251 -2.169  0.0379
C 2.892 0.954 -0.757  -0.5023
C 2.950 1.754 0.579  -0.0756
H 2.069 2.200 0.757  -0.0112
H 3.604 1.226 1.451  0.1226
H 3.770 2.746 0.247  0.1448
C 4.213 0.419 -1.173  -0.0848
H 3.842 -0.347 -2.009  0.1196
H 4.818 0.011 -0.352  0.0804
H 4.603 1.246 -1.829  0.0925
C 2.076 -0.581 0.051  -0.2230
N 2.764 -1.209 0.968  -0.1253
H 3.638 -1.706 0.607  0.1624
C 1.920 -2.160 1.504  -0.2820
H 1.201 -1.474 2.181  0.1624
H 2.908 -2.271 2.498  0.1912
C 1.437 -3.400 1.001  -0.4182
N 0.684 -3.096 0.086  -0.1764
C -0.698 -2.735 0.630  -0.0469
H -0.741 -2.052 1.279  0.0123
C -1.663 -2.330 -0.684  -0.1906
N -1.834 -3.302 -1.590  0.0365
H -2.123 -4.082 -1.302  0.0098
C -0.397 -3.618 -2.131  -0.1477
H -0.737 -4.502 -2.810  0.1818
C 0.427 -4.065 -1.173  -0.1262
H 1.516 -4.301 -1.169  0.1150
H 0.092 -5.083 -0.558  0.1737
H -0.075 -2.905 -2.496  0.0027
H -2.622 -2.033 0.019  0.1659
H -1.215 -1.570 -0.772  -0.0153
H -1.040 -3.738 1.061  0.1377
H 1.362 -4.000 1.761  0.0676
H 2.442 -3.919 0.422  0.1940
H 1.091 0.072 0.412  0.1626
H 1.802 -0.934 -0.896  0.0693
H -0.093 1.148 -1.264  -0.0118
C 0.695 4.238 -0.951  -0.0569
H 1.892 3.987 -1.060  0.1270
H 0.661 4.702 0.090  0.1037
H 0.322 4.973 -1.618  0.0672
H -2.179 2.435 -1.017  0.1961
H -1.756 4.160 -0.643  0.1673
H -3.266 4.101 1.876  0.1256
C -5.287 2.172 2.205  -0.0222
H -5.871 1.898 1.122  0.1579
H -5.396 1.562 2.920  -0.0123
H -5.507 3.221 2.225  0.0629
H -2.457 0.496 1.361  0.0239
H -4.008 0.398 0.169  0.1401
H -3.879 -0.075 2.055  0.0638